Computed, not measured: H4NOPS2 in the gas phase in a non-equilibrium geometry, with wB97M-V/def2-TZVPD.

Each line ends with the Mulliken charge.
Cartesian coordinates (Å):
N -0.064 0.639 1.358  -0.547
P 0.342 -0.243 -0.037  0.776
O -0.131 0.796 -1.511  -0.602
S 2.142 -0.781 0.112  -0.364
S -1.296 -1.661 -0.323  -0.300
H 0.647 0.803 2.201  0.300
H -0.978 0.294 1.628  0.222
H 0.435 1.513 -1.785  0.300
H -1.097 -1.360 -1.642  0.215

Properties
SMILES string: N[P@@](O)(=S)S
Orbital gap: 9.44 eV
LUMO level: 0.148 eV


Computed, not measured: H4NPS in the gas phase in a non-equilibrium geometry, with wB97M-V/def2-TZVPD.

Each line ends with the Mulliken charge.
Cartesian coordinates (Å):
N -1.045 -0.352 0.543  -0.580
P 0.688 0.161 -0.080  0.236
S 2.606 -0.092 0.350  -0.339
H -1.705 0.182 0.011  0.246
H -1.389 -1.321 0.737  0.238
H 0.240 1.490 0.038  0.090
H 0.604 -0.067 -1.599  0.109

Properties
SMILES string: N[PH2]=S
Orbital gap: 9.19 eV
LUMO level: 0.113 eV


Computed, not measured: 2 unconnected molecules or ions with the total composition H4O2 in a non-equilibrium geometry, with wB97M-V/def2-TZVPD.

Each line ends with the Mulliken charge.
Cartesian coordinates (Å):
O 1.549 -0.037 -0.067  -0.626
H 1.299 0.823 0.338  0.301
H 0.875 -0.667 0.366  0.323
O -1.430 -0.017 -0.140  -0.652
H -1.718 -0.571 0.620  0.331
H -1.409 0.853 0.328  0.324

Properties
SMILES string: O.O
Orbital gap: 11.54 eV
LUMO level: 0.483 eV